No. 1
Below is a 2-piece molecular cluster, C6H17NO overall, with properties calculated with ωB97M-V with the def2-TZVPD basis set.

Last columns: bonded neighbours and bond lengths (Å).
Cartesian coordinates (Å):
1 H 1.8900 -2.4098 1.4669  C7 1.088
2 C -0.8521 2.8258 -0.8425  H6 1.086, H18 1.085, C19 1.530, H20 1.086
3 H 2.1593 -1.9449 -0.9743  C9 1.089
4 H 1.1758 1.3953 0.9578  C14 1.088
5 H -1.0717 0.9014 -1.7935  C19 1.106
6 H -1.8730 2.8740 -0.4737  C2 1.086
7 C 1.4476 -3.0684 0.7230  H1 1.088, H8 1.088, C9 1.522, H25 1.088
8 H 2.1184 -3.9116 0.5717  C7 1.088
9 C 1.2157 -2.3188 -0.5808  H3 1.089, C7 1.522, H17 1.088, H22 1.088
10 H -2.3641 -0.2788 -0.3861  C15 1.089
11 H -2.4717 0.9536 0.8932  C15 1.100
12 H -1.8121 -0.6540 1.2536  C15 1.090
13 O 0.9060 1.3779 -1.4773  C19 1.403, H24 0.965
14 C 0.2131 1.0176 1.2958  H4 1.088, N16 1.451, H21 1.098, H23 1.090
15 C -1.8670 0.1260 0.4944  H10 1.089, H11 1.100, H12 1.090, N16 1.445
16 N -0.5197 0.5181 0.1474  C14 1.451, C15 1.445, C19 1.455
17 H 0.7732 -2.9766 -1.3259  C9 1.088
18 H -0.7929 3.3343 -1.7997  C2 1.085
19 C -0.4234 1.3689 -1.0294  C2 1.530, H5 1.106, O13 1.403, N16 1.455
20 H -0.1841 3.3230 -0.1458  C2 1.086
21 H -0.3210 1.8153 1.8295  C14 1.098
22 H 0.5438 -1.4788 -0.4152  C9 1.088
23 H 0.3798 0.1905 1.9860  C14 1.090
24 H 1.2229 0.4669 -1.4930  O13 0.965
25 H 0.5073 -3.4469 1.1176  C7 1.088

Results
- F_max (eV Å⁻¹) = 0.56
- SMILES string = C[C@@H](O)N(C)C.CC
- orbital gap (eV) = 9.56

Atom charges from the Löwdin analysis, given in e for atoms 1 to 8: number 1, H, carries 0.058; number 2, C, carries -0.023; number 3, H, carries 0.064; number 4, H, carries 0.088; number 5, H, carries 0.144; number 6, H, carries 0.075; number 7, C, carries -0.168; number 8, H, carries 0.059

***

No. 2
Below is a 3-piece molecular cluster, C6H17NO overall, with properties calculated with ωB97M-V with the def2-TZVPD basis set.

Last columns: bonded neighbours and bond lengths (Å).
Cartesian coordinates (Å):
1 H 1.1022 0.1611 -3.6257  C22 1.114
2 H -0.8547 2.1400 0.9858  C10 1.105
3 N 0.2529 -1.5196 -1.6594  H15 1.004, C24 1.467
4 H 1.4491 -0.0870 -0.7794  C24 1.101
5 H 1.0908 1.3675 2.3784  C6 1.094
6 C 0.4853 0.7016 1.7567  H5 1.094, C10 1.517, H20 1.110, C23 1.488
7 H 0.9021 1.6975 -2.6738  C22 1.104
8 C -0.6177 0.5665 -0.4415  C10 1.488, H12 1.193, H19 1.117, C24 1.609
9 H 0.1288 -0.4211 3.4368  C23 1.095
10 C -0.0578 1.4911 0.5807  H2 1.105, C6 1.517, C8 1.488, H11 1.111
11 H 0.6542 2.2030 0.1112  C10 1.111
12 H -1.0442 -0.4692 -0.0296  C8 1.193
13 H 0.7456 -2.9690 0.9548  O18 0.964
14 H -0.4683 0.6766 -3.0864  C22 1.094
15 H -0.6014 -1.5619 -2.1853  N3 1.004
16 H -1.6633 -1.1217 -0.1165  no bonds
17 H -0.9984 -0.8920 2.1366  C23 1.113
18 O 0.2027 -2.1955 0.7663  H13 0.964, H25 1.136
19 H -1.4409 1.0460 -1.0244  C8 1.117
20 H 1.1416 -0.0743 1.3100  C6 1.110
21 H -1.1546 0.7095 3.0654  C23 1.095
22 C 0.5785 0.6467 -2.7714  H1 1.114, H7 1.104, H14 1.094, C24 1.598
23 C -0.4834 -0.0299 2.6170  C6 1.488, H9 1.095, H17 1.113, H21 1.095
24 C 0.5163 -0.1066 -1.3640  N3 1.467, H4 1.101, C8 1.609, C22 1.598
25 H 0.1344 -1.9594 -0.3425  O18 1.136

Results
- F_max (eV Å⁻¹) = 3.22
- orbital gap (eV) = 6.29

Atom charges from the Löwdin analysis, given in e for atoms 1 to 8: number 1, H, carries 0.082; number 2, H, carries 0.118; number 3, N, carries -0.027; number 4, H, carries 0.128; number 5, H, carries 0.113; number 6, C, carries -0.298; number 7, H, carries 0.069; number 8, C, carries -0.133

***

No. 3
Below is a 2-piece molecular cluster, C6H17NO overall, with properties calculated with ωB97M-V with the def2-TZVPD basis set.

Last columns: bonded neighbours and bond lengths (Å).
Cartesian coordinates (Å):
1 H 0.3045 -2.3583 1.6770  C14 1.088
2 C 1.6131 0.8718 -0.4230  O9 1.393, H11 1.097, H15 1.101, C25 1.527
3 H 1.6172 1.0482 -3.8883  C7 1.091
4 H -3.1094 0.7125 0.4088  C20 1.088
5 N -1.2752 0.0244 1.2638  C17 1.461, C20 1.453, H21 1.009
6 H 0.1567 0.5530 -1.9732  C25 1.099
7 C 1.9813 1.2675 -2.8837  H3 1.091, H8 1.084, H19 1.086, C25 1.527
8 H 3.0377 1.0283 -2.8429  C7 1.084
9 O 1.1644 0.0045 0.5701  C2 1.393, H12 1.031
10 H -1.6573 1.6068 -0.0277  C20 1.089
11 H 2.7083 0.8956 -0.3688  C2 1.097
12 H 0.1545 -0.0037 0.7763  O9 1.031
13 H 1.4810 -0.6193 -1.9583  C25 1.090
14 C -0.4862 -2.0479 2.3573  H1 1.088, H16 1.087, C17 1.520, H18 1.088
15 H 1.2296 1.8912 -0.2596  C2 1.101
16 H -0.0230 -1.3894 3.0879  C14 1.087
17 C -1.6243 -1.3444 1.6370  N5 1.461, C14 1.520, H22 1.097, H24 1.088
18 H -0.8516 -2.9239 2.8897  C14 1.088
19 H 1.8611 2.3333 -2.7149  C7 1.086
20 C -2.0493 0.6136 0.1843  H4 1.088, N5 1.453, H10 1.089, H23 1.083
21 H -1.1348 0.6403 2.0500  N5 1.009
22 H -2.5277 -1.3770 2.2589  C17 1.097
23 H -1.9300 -0.0067 -0.6950  C20 1.083
24 H -1.8815 -1.8569 0.7126  C17 1.088
25 C 1.2408 0.4367 -1.8384  C2 1.527, H6 1.099, C7 1.527, H13 1.090

Results
- F_max (eV Å⁻¹) = 1.30
- SMILES string = CCCO.CCNC
- orbital gap (eV) = 9.93

Atom charges from the Löwdin analysis, given in e for atoms 1 to 8: number 1, H, carries 0.072; number 2, C, carries -0.328; number 3, H, carries 0.067; number 4, H, carries 0.077; number 5, N, carries -0.163; number 6, H, carries 0.091; number 7, C, carries -0.120; number 8, H, carries 0.067

***

No. 4
Below is a 2-piece molecular cluster, C6H17NO overall, with properties calculated with ωB97M-V with the def2-TZVPD basis set.

Last columns: bonded neighbours and bond lengths (Å).
Cartesian coordinates (Å):
1 H 0.4901 3.8141 1.0182  O18 1.021
2 H -0.5661 -2.2067 -0.1434  C16 1.110
3 N 1.4648 -2.0136 0.7001  C5 1.458, H7 0.950, C16 1.529
4 H -2.0206 1.9814 -1.0048  C15 1.041
5 C 2.7175 -1.6903 0.0278  N3 1.458, H8 1.035, H13 1.047, H25 1.076
6 H -1.9777 1.1448 1.3209  C21 1.113
7 H 1.3837 -2.8492 1.1443  N3 0.950
8 H 3.4749 -2.0143 0.6543  C5 1.035
9 H 0.3039 0.2069 1.4211  C24 1.079
10 H -2.2250 0.3907 -1.5666  C15 1.034
11 H -1.9488 -0.6850 0.5854  C21 1.163
12 H 0.8632 -2.4737 -1.3820  C16 1.184
13 H 2.8232 -2.1786 -0.8928  C5 1.047
14 H 1.2826 0.0582 -0.9701  C22 1.145
15 C -2.4147 1.0432 -0.7875  H4 1.041, H10 1.034, C21 1.611, H23 1.154
16 C 0.4541 -1.8843 -0.4398  H2 1.110, N3 1.529, H12 1.184, C22 1.524
17 H -1.1735 3.8859 0.9105  O18 0.997
18 O -0.3658 3.3207 0.7610  H1 1.021, H17 0.997
19 H 0.1257 1.4550 0.4004  C24 1.080
20 H -0.4503 -0.1695 -1.6290  C22 1.154
21 C -1.6750 0.4428 0.5114  H6 1.113, H11 1.163, C15 1.611, C24 1.517
22 C 0.2594 -0.4049 -0.7497  H14 1.145, C16 1.524, H20 1.154, C24 1.527
23 H -3.5239 1.0380 -0.4700  C15 1.154
24 C -0.1590 0.4153 0.4689  H9 1.079, H19 1.080, C21 1.517, C22 1.527
25 H 2.8572 -0.6268 0.1114  C5 1.076

Results
- F_max (eV Å⁻¹) = 7.25
- multiplicity = 2
- <S²> = 0.754
- net charge = +1
- orbital gap (alpha / beta) (eV) = 10.82 / 5.38

Atom charges from the Löwdin analysis, given in e for atoms 1 to 8: number 1, H, carries 0.103; number 2, H, carries 0.129; number 3, N, carries 0.216; number 4, H, carries 0.042; number 5, C, carries -0.009; number 6, H, carries 0.110; number 7, H, carries 0.127; number 8, H, carries 0.086

***

No. 5
Below is a 2-piece molecular cluster, C6H17NO2 overall, with properties calculated with ωB97M-V with the def2-TZVPD basis set.

Last columns: bonded neighbours and bond lengths (Å).
Cartesian coordinates (Å):
1 C -1.4903 -1.4812 -0.6089  C4 1.472, H6 1.091, H17 1.087
2 H -3.9520 -0.8029 0.2895  C14 1.089
3 H -3.8830 0.0298 -1.2693  C14 1.089
4 C -1.9880 -0.1317 -0.2937  C1 1.472, N7 1.671, C14 1.517, O16 1.431
5 H 3.5624 1.1034 1.2683  C15 1.092
6 H -0.4724 -1.4633 -1.0008  C1 1.091
7 N -1.4489 -0.0423 1.2851  C4 1.671, H9 1.030, H11 1.137, H12 1.019
8 H 2.5817 -0.0088 2.2340  C15 1.091
9 H -0.5191 0.4006 1.2891  N7 1.030
10 H 3.4989 -0.5515 -1.4111  C19 1.092
11 H -1.3429 -1.1636 1.1285  N7 1.137
12 H -2.0555 0.3506 2.0028  N7 1.019
13 O 1.0830 1.0146 0.3643  C18 1.438, H25 0.973
14 C -3.4958 0.0251 -0.2511  H2 1.089, H3 1.089, C4 1.517, H20 1.095
15 C 3.0859 0.1213 1.2754  H5 1.092, H8 1.091, C18 1.519, H21 1.091
16 O -1.3786 0.9477 -1.0084  C4 1.431, H24 0.966
17 H -2.1504 -2.0706 -1.2408  C1 1.087
18 C 2.0907 0.0148 0.1322  O13 1.438, C15 1.519, C19 1.524, H22 1.099
19 C 2.7400 0.2126 -1.2321  H10 1.092, C18 1.524, H23 1.092, H26 1.092
20 H -3.7833 0.9598 0.2422  C14 1.095
21 H 3.8576 -0.6445 1.1844  C15 1.091
22 H 1.6164 -0.9758 0.1591  C18 1.099
23 H 1.9954 0.1402 -2.0278  C19 1.092
24 H -1.8472 1.7723 -0.8228  O16 0.966
25 H 0.4834 1.0476 -0.4014  O13 0.973
26 H 3.2119 1.1957 -1.2867  C19 1.092

Results
- F_max (eV Å⁻¹) = 1.04
- orbital gap (eV) = 7.34

Atom charges from the Löwdin analysis, given in e for atoms 1 to 8: number 1, C, carries -0.125; number 2, H, carries 0.087; number 3, H, carries 0.092; number 4, C, carries -0.608; number 5, H, carries 0.083; number 6, H, carries 0.009; number 7, N, carries 0.132; number 8, H, carries 0.077

***

No. 6
Below is a 3-piece molecular cluster, C6H17NO3 overall, with properties calculated with ωB97M-V with the def2-TZVPD basis set.

Last columns: bonded neighbours and bond lengths (Å).
Cartesian coordinates (Å):
1 N 2.3264 0.6495 1.0755  H5 1.042, C10 1.473, H25 1.036
2 O 0.5847 0.7140 3.5214  H23 0.984, H27 0.956
3 H 1.8278 2.0063 -1.4393  C13 1.115
4 H -1.2440 0.4044 -0.5329  C7 1.101
5 H 2.9001 1.5146 0.9852  N1 1.042
6 H -1.2708 2.0178 -2.6662  O11 0.958
7 C -1.0621 -0.6090 -0.1442  H4 1.101, C12 1.511, C14 1.526, C16 1.567
8 H -0.0482 1.2006 -3.1719  O11 0.955
9 H -1.7810 -1.7574 1.5822  C14 1.123
10 C 1.1609 0.6245 0.1758  N1 1.473, C13 1.534, C16 1.530, H19 1.162
11 O -0.3317 1.8692 -2.5520  H6 0.958, H8 0.955
12 C -1.4076 -1.6366 -1.1970  C7 1.511, H18 1.107, H22 1.108, H24 1.072
13 C 1.5795 0.9326 -1.2671  H3 1.115, C10 1.534, O21 1.194
14 C -1.9605 -0.7698 1.0792  C7 1.526, H9 1.123, H15 1.110, H26 1.120
15 H -1.8699 0.0109 1.8628  C14 1.110
16 C 0.4472 -0.7258 0.2591  C7 1.567, C10 1.530, H17 1.132, H20 1.096
17 H 0.5498 -1.1094 1.3189  C16 1.132
18 H -0.7294 -1.5451 -2.0665  C12 1.107
19 H 0.4280 1.4557 0.5269  C10 1.162
20 H 0.8860 -1.4687 -0.4173  C16 1.096
21 O 1.6538 0.0676 -2.0862  C13 1.194
22 H -2.4399 -1.4739 -1.5642  C12 1.108
23 H 1.3248 0.7083 2.8723  O2 0.984
24 H -1.2877 -2.6409 -0.8406  C12 1.072
25 H 2.9614 -0.1554 0.9241  N1 1.036
26 H -3.0320 -0.7093 0.7592  C14 1.120
27 H -0.1653 0.4255 3.0028  O2 0.956

Results
- F_max (eV Å⁻¹) = 1.79
- SMILES string = CC(C)C[C@@H](N)C=O.O.O
- orbital gap (eV) = 10.01

Atom charges from the Löwdin analysis, given in e for atoms 1 to 8: number 1, N, carries 0.019; number 2, O, carries -0.080; number 3, H, carries 0.129; number 4, H, carries 0.115; number 5, H, carries 0.103; number 6, H, carries 0.055; number 7, C, carries -0.438; number 8, H, carries 0.041

***

| no. | E_tot (hartree) |
| --- | --- |
| 1 | -368.77785 |
| 2 | -368.55733 |
| 3 | -368.77105 |
| 4 | -368.39050 |
| 5 | -443.93670 |
| 6 | -519.26597 |